[1]
# C2H6Se

The molecule C2H6Se (wB97M-V/def2-TZVPD, OMol25).

```
9
Properties=species:S:1:pos:R:3
C -0.19 -1.49 0.29
C 0.23 1.48 -0.34
Se -1.03 -0.16 -0.78
H 0.91 -1.82 0.09
H -0.17 -1.02 1.23
H -0.88 -2.22 0.44
H -0.10 1.76 0.60
H 1.35 1.30 -0.44
H -0.12 2.17 -1.08
```

## Properties
Frontier orbital gap ... 9.10 eV
Energy relative to the best compared isomer or geometry (same formula, charge and spin) ... 28.66 kJ/mol
HOMO ... -8.25 eV
Net charge ... 0
Largest force on an atom ... 0.0714 Eh/bohr

Taken from the natural (NBO) analysis, the atomic charges in e are: C -0.801; C -0.706; Se 0.213; H 0.222; H 0.211; H 0.222; H 0.204; H 0.222; H 0.214

---

[2]
# C2H6Se

C2H6Se as an isolated structure (wB97M-V/def2-TZVPD, OMol25).

```
9
Properties=species:S:1:pos:R:3
C 0.30 1.47 0.43
C 0.50 -1.56 0.40
Se 1.11 -0.01 -0.24
H -0.23 1.23 1.33
H -1.77 0.48 -1.33
H 0.62 2.32 -0.09
H 1.06 -2.41 0.01
H -1.08 0.22 -1.05
H -0.52 -1.76 0.54
```

## Properties
Frontier orbital gap (alpha / beta) ... 7.76 / 7.73 eV
Energy relative to the best compared isomer or geometry (same formula, charge and spin) ... 394.10 kJ/mol
HOMO (alpha / beta) ... -7.87 / -7.91 eV
Net charge ... 0
Largest force on an atom ... 0.0609 Eh/bohr

Taken from the natural (NBO) analysis, the atomic charges in e are: C -0.754; C -0.818; Se 0.717; H 0.227; H 0.006; H 0.226; H 0.219; H -0.035; H 0.212

---

[3]
# C2H7AlClO4S

C2H7AlClO4S as an isolated structure (wB97M-V/def2-TZVPD, OMol25).

```
16
Properties=species:S:1:pos:R:3
Al -2.34 0.45 -2.95
Cl -4.59 0.37 -2.93
H -1.88 1.10 -1.54
H -1.80 -1.06 -3.15
H -1.92 1.41 -4.19
C 2.19 0.02 1.74
C 0.89 0.81 1.80
O 0.13 0.25 0.72
S 0.42 -1.30 0.57
O -0.54 -2.07 1.28
O 0.74 -1.58 -0.78
O 1.77 -1.31 1.46
H 2.84 0.38 0.95
H 2.73 0.01 2.69
H 1.01 1.87 1.59
H 0.36 0.65 2.74
```

## Properties
Frontier orbital gap ... 7.27 eV
HOMO ... -4.77 eV
Net charge ... -1
Largest force on an atom ... 0.0032 Eh/bohr

Taken from the natural (NBO) analysis, the atomic charges in e are: Al 0.927; Cl -0.660; H -0.429; H -0.411; H -0.424; C -0.097; C -0.098; O -0.664; S 2.546; O -0.902; O -0.873; O -0.700; H 0.189; H 0.198; H 0.212; H 0.188

---

[4]
# C2H7BrN4

An isolated ion of composition C2H7BrN4 and charge +2 (wB97M-V/def2-TZVPD, OMol25).

```
14
Properties=species:S:1:pos:R:3
C 0.50 0.79 -0.22
C -1.10 -0.69 1.20
N 0.60 0.96 -1.54
N -0.17 -0.38 0.16
N 1.18 1.47 0.70
N -1.79 -1.78 1.12
Br -1.63 0.61 2.41
H -0.02 0.50 -2.16
H 1.26 1.52 -2.19
H 0.14 -1.24 -0.30
H 1.49 2.37 0.61
H 1.01 1.30 1.71
H -1.73 -2.56 0.42
H -2.53 -2.02 1.86
```

## Properties
Frontier orbital gap ... 10.80 eV
Energy relative to the best compared isomer or geometry (same formula, charge and spin) ... 65.97 kJ/mol
HOMO ... -19.94 eV
Net charge ... +2
Largest force on an atom ... 0.0696 Eh/bohr

Taken from the natural (NBO) analysis, the atomic charges in e are: C 0.698; C 0.431; N -0.712; N -0.624; N -0.678; N -0.676; Br 0.327; H 0.440; H 0.492; H 0.455; H 0.444; H 0.442; H 0.473; H 0.489

---

net charge of number 4 (C2H7BrN4)? +2

---

Among the records above, which one has the lowest largest force on an atom? C2H7AlClO4S